Entry 1:
DFT (wB97M-V/def2-TZVPD) results for C4H5IO in the gas phase.

As for the electronic energy: -528.15080 a.u. Its charge is 0. The value obtained for the HOMO energy is -0.3289 Eh. As for the relative energy (zero: lowest compared OMol25 entry of this formula, charge and spin): 4.699 eV.

Structure (XYZ):
```
11
Properties=species:S:1:pos:R:3:forces:R:3:lowdin_charge:R:1
C -0.5864 0.9983 -0.4099 -2.74 -1.05 0.95 -0.437
C 0.3382 -1.1049 1.4978 3.15 -5.85 0.52 -0.034
C 1.4400 -1.3152 0.6253 -4.29 3.29 0.85 -0.086
C 0.6860 0.6771 -0.4072 3.98 2.92 -2.15 -0.277
O 1.6835 -0.3327 -0.4634 -2.82 -0.09 2.49 -0.096
I -2.7704 0.1047 -0.2056 2.36 0.35 -0.13 0.502
H -0.8088 2.0186 -0.1621 -0.11 0.27 -0.68 0.008
H 0.0061 -0.1919 1.8688 -0.95 1.50 -0.47 0.002
H 2.1921 -2.0532 0.5840 0.12 -1.10 -0.22 0.085
H -0.1081 -2.0693 2.2595 2.03 2.91 -2.44 0.145
H 1.1934 1.7882 -0.7261 -0.71 -3.16 1.28 0.188
```
Positions in Å, forces in eV/Å.


Entry 2:
DFT (wB97M-V/def2-TZVPD) results for C4H5InLiO2 as an isolated structure.

As for the electronic energy: -501.47347 a.u. Its charge is +4. The value obtained for the HOMO energy (alpha / beta) is -0.9848 / -0.9846 Eh. As for the relative energy (zero: lowest compared OMol25 entry of this formula, charge and spin): 0.282 eV. Its spin multiplicity is 2.

Structure (XYZ):
```
13
Properties=species:S:1:pos:R:3:forces:R:3:lowdin_charge:R:1
H -2.0040 1.3494 -1.3019 -0.32 -0.24 -0.19 0.169
C -2.4425 0.4471 -0.8355 -0.63 2.60 2.41 -0.161
C -1.8807 -0.8521 -1.1902 0.40 -1.59 -1.36 0.199
O -3.3248 0.5663 0.0119 1.55 -0.92 -1.72 0.065
Li -4.4898 1.8279 0.7025 -0.96 0.61 0.52 0.921
H -1.5072 -0.8714 -2.2218 0.29 -0.12 0.29 0.145
H -2.5656 -1.6867 -1.0111 0.48 -0.42 0.65 0.165
C -0.2353 -1.4176 -0.1564 0.05 1.77 1.23 0.145
C 0.9406 -0.8124 -0.5601 -2.63 -2.07 -3.51 0.157
O 1.5985 -0.5392 -1.5163 -6.15 -1.33 5.11 0.026
In 3.2252 -0.0504 -2.1869 8.04 2.27 -3.54 1.782
H -0.1974 -2.5000 -0.3389 0.35 -0.53 -0.21 0.203
H -0.4584 -1.2335 0.9015 -0.46 -0.01 0.33 0.184
```
Positions in Å, forces in eV/Å.


Entry 3:
DFT (wB97M-V/def2-TZVPD) results for C4H5IrO as an isolated structure.

As for the electronic energy: -333.21714 a.u. Its charge is +3. The value obtained for the HOMO energy (alpha / beta) is -0.8935 / -0.9466 Eh. As for the relative energy (zero: lowest compared OMol25 entry of this formula, charge and spin): 1.873 eV. Its spin multiplicity is 6.

Structure (XYZ):
```
11
Properties=species:S:1:pos:R:3:forces:R:3:lowdin_charge:R:1
H -0.5738 -1.9242 0.8100 -1.03 0.57 -0.45 0.333
C -2.6899 1.0862 -0.2370 -2.28 1.59 -2.07 0.381
C -1.7984 0.3606 0.4755 2.11 -1.27 3.02 0.083
C -1.2774 -0.9115 0.0187 2.24 -0.65 -1.54 0.072
C 0.1535 -1.1095 -0.0445 -3.62 -1.22 -0.70 -0.056
O 1.0213 -0.3813 0.4341 -4.71 0.92 -0.58 -0.234
Ir 2.7063 -0.2279 0.8696 7.65 0.66 1.80 1.734
H -3.0756 0.7307 -1.1946 -0.13 0.09 0.04 0.158
H -1.4095 0.7533 1.4182 -0.15 0.04 -0.05 0.177
H -3.0206 2.0650 0.1118 -0.04 0.00 0.03 0.162
H -1.8171 -1.4381 -0.7757 -0.04 -0.73 0.50 0.190
```
Positions in Å, forces in eV/Å.


Entry 4:
DFT (wB97M-V/def2-TZVPD) results for C4H5KLiO5 as an isolated structure.

As for the electronic energy: -1138.55731 a.u. Its charge is +2. The value obtained for the HOMO energy (alpha / beta) is -0.4611 / -0.5923 Eh. As for the relative energy (zero: lowest compared OMol25 entry of this formula, charge and spin): 0.000 eV. Its spin multiplicity is 2.

Structure (XYZ):
```
16
Properties=species:S:1:pos:R:3:forces:R:3:lowdin_charge:R:1
O -1.8317 4.8056 0.9141 -0.19 -0.31 -0.24 0.002
C -2.0641 4.7451 -0.2760 0.61 0.59 1.81 -0.650
O -2.3719 5.5497 -1.1339 -0.27 0.21 -0.74 -0.001
O -1.9118 3.3313 -0.7714 0.05 -0.41 -1.08 0.152
C -0.8642 1.6839 -2.0848 0.23 0.43 -0.49 0.039
C -1.0139 3.0524 -1.6110 0.28 0.18 0.81 -0.027
Li -2.9219 7.3194 -1.1409 0.02 -0.14 -0.12 0.904
H -0.0614 1.6314 -2.8303 -0.39 -0.02 0.06 0.116
H -0.5138 1.1057 -1.2107 -0.60 -0.26 -0.27 0.140
H -1.8486 1.3978 -2.5070 0.55 -0.52 0.45 0.142
H -0.2890 3.8347 -1.8642 -0.28 0.08 -0.20 0.179
K -1.4860 3.8812 3.4717 -0.03 0.06 0.01 1.002
O -1.5780 -2.4832 -1.8885 0.12 -0.59 -0.09 0.064
C -1.5323 -3.6049 -2.2843 0.40 1.33 -0.32 -0.310
O -2.2220 -4.6214 -1.8610 -0.68 -0.76 0.33 0.117
H -2.1185 -5.3933 -2.4380 0.18 0.11 0.09 0.131
```
Positions in Å, forces in eV/Å.


Entry 5:
DFT (wB97M-V/def2-TZVPD) results for C4H5Li2O7 as an isolated structure.

As for the electronic energy: -697.35015 a.u. Its charge is -1. The value obtained for the HOMO energy is -0.1371 Eh. As for the relative energy (zero: lowest compared OMol25 entry of this formula, charge and spin): 0.811 eV.

Structure (XYZ):
```
18
Properties=species:S:1:pos:R:3:forces:R:3:lowdin_charge:R:1
O -4.1358 0.1553 -0.3913 -1.17 -0.32 0.01 -0.107
C -3.2276 -0.2510 0.3797 0.69 0.25 -0.58 -0.828
O -3.2221 -1.4058 0.8764 -0.51 -0.69 0.14 -0.102
O -2.2248 0.6001 0.6167 -0.78 0.33 0.26 -0.014
C -0.9065 0.2294 0.2150 0.85 -0.37 0.07 -0.173
O 0.9993 1.0295 -0.9458 0.14 0.86 0.69 -0.397
C 3.3934 -0.6112 0.2426 3.92 3.72 2.16 -0.816
C -0.2990 1.3425 -0.6331 0.22 -0.24 -0.56 -0.460
O 3.0003 -0.0960 1.3275 -1.47 -0.98 -0.32 -0.113
O 3.8647 0.1526 -0.6531 -1.27 -1.04 -1.12 -0.119
Li -4.9294 -1.6011 -0.0708 0.95 0.69 0.19 0.816
Li 2.5117 1.4782 0.1148 -0.43 -1.13 -0.66 0.718
H -0.9262 -0.7082 -0.3611 -0.01 0.22 0.21 0.130
H -0.2730 0.0828 1.1036 -0.21 -0.06 -0.22 0.125
H -0.9245 1.4605 -1.5474 -0.11 -0.08 0.12 0.098
H -0.4719 2.2936 -0.0794 0.19 0.00 0.11 0.093
O 3.9139 -1.8710 0.3384 -1.28 -1.36 -0.41 0.054
H 3.8574 -2.2802 -0.5327 0.29 0.18 -0.09 0.094
```
Positions in Å, forces in eV/Å.


Entry 6:
DFT (wB97M-V/def2-TZVPD) results for C4H5LiO6Yb as an isolated structure.

As for the electronic energy: -1773.13700 a.u. Its charge is 0. The value obtained for the HOMO energy is -0.2527 Eh.

Structure (XYZ):
```
17
Properties=species:S:1:pos:R:3:forces:R:3:lowdin_charge:R:1
O -1.1263 -1.9868 0.3473 0.42 -0.45 0.33 -0.120
C -1.8847 -0.8656 -0.1048 -0.48 0.38 -0.56 -0.229
C -1.3467 0.3954 0.5712 0.07 0.23 -0.05 -0.203
O 0.0502 0.3938 0.7341 0.11 -0.22 0.45 -0.129
C 0.8695 0.7376 -0.4603 1.46 -0.77 -0.51 -0.843
O 0.5805 -0.0544 -1.4663 -0.15 -0.36 0.31 -0.185
O 0.8281 2.0705 -0.6778 1.62 1.69 0.08 -0.291
H -1.5764 -2.8092 0.1437 -0.15 0.08 -0.09 0.096
H -2.9455 -0.9905 0.1601 0.19 -0.02 0.01 0.120
H -1.7882 -0.7918 -1.1947 0.01 0.08 0.25 0.112
H -1.7622 0.4712 1.5861 0.07 -0.04 -0.20 0.124
H -1.6774 1.2752 -0.0040 0.03 -0.20 0.07 0.130
O 3.2296 1.2017 0.4262 0.82 1.22 -0.57 -0.223
C 2.3713 0.2859 0.1408 -1.56 -0.94 1.27 -0.554
O 2.5757 -0.9008 0.4439 -0.57 0.29 -0.81 -0.038
Li 0.7405 -1.5504 -0.1649 0.21 0.61 -0.06 0.730
Yb 2.8619 3.1182 -0.4808 -2.11 -1.58 0.07 1.504
```
Positions in Å, forces in eV/Å.


Entry 7:
DFT (wB97M-V/def2-TZVPD) results for C4H5LiO7Pm as an isolated structure.

As for the electronic energy: -1297.97012 a.u. Its charge is 0. The value obtained for the HOMO energy (alpha / beta) is -0.2755 / -0.2766 Eh. As for the relative energy (zero: lowest compared OMol25 entry of this formula, charge and spin): 1.291 eV. Its spin multiplicity is 6.

Structure (XYZ):
```
18
Properties=species:S:1:pos:R:3:forces:R:3:lowdin_charge:R:1
O 2.6455 4.3891 1.4282 0.28 0.58 -0.13 -0.102
C 1.6014 3.8822 0.9435 -0.10 -0.35 0.62 -0.816
O 0.6420 4.5706 0.5143 -0.21 0.62 -0.42 -0.098
O 1.5228 2.5442 0.9719 0.44 0.15 -0.04 0.016
C 0.4028 1.9157 0.3539 -0.51 0.07 -0.12 -0.163
O -0.4172 -0.1840 -0.3176 -1.18 -1.50 0.37 -0.174
C -1.2071 -1.5857 0.3481 0.32 -1.21 -0.15 -0.911
C 0.5960 0.4114 0.4298 0.10 -0.28 0.59 -0.284
O -0.2602 -2.4894 0.5511 1.01 -0.64 -1.68 -0.270
O -2.0814 -1.9201 -0.5931 0.65 -0.41 -2.04 -0.298
Li 1.8138 6.0920 0.9500 -0.11 -1.05 0.06 0.827
Pm -0.4746 -3.4610 -1.8846 -1.32 2.93 3.81 1.631
H 0.3210 2.2343 -0.6952 0.02 -0.07 0.25 0.130
H -0.5235 2.1992 0.8725 0.20 -0.02 -0.16 0.134
H 1.6142 0.1640 0.0775 -0.17 0.00 -0.17 0.114
H 0.5795 0.0808 1.4837 -0.12 0.12 -0.19 0.128
O -1.8437 -1.3189 1.5711 0.73 1.00 -0.45 0.040
H -2.6223 -0.7915 1.3656 -0.04 0.05 -0.13 0.096
```
Positions in Å, forces in eV/Å.


Entry 8:
DFT (wB97M-V/def2-TZVPD) results for C4H5MgO2 as an isolated structure.

As for the electronic energy: -505.80904 a.u. Its charge is 0. The value obtained for the HOMO energy (alpha / beta) is -0.1993 / -0.1955 Eh. As for the relative energy (zero: lowest compared OMol25 entry of this formula, charge and spin): 0.951 eV. Its spin multiplicity is 2.

Structure (XYZ):
```
12
Properties=species:S:1:pos:R:3:forces:R:3:lowdin_charge:R:1
O 0.5117 -2.0422 -2.3849 -0.37 0.77 -0.47 0.041
C 1.5161 -1.9869 -1.5005 0.50 -1.87 -0.04 -0.344
C 1.3810 -1.2081 -0.2633 -1.73 1.34 2.03 -0.034
C 0.2869 -1.1931 0.5626 1.07 -1.11 -2.10 -0.059
C 0.2908 -0.3670 1.7100 -0.78 0.91 2.32 -0.250
O -0.5521 -0.3910 2.6365 2.15 0.51 -1.87 -0.363
Mg -2.1139 -1.3311 3.3643 -1.11 -0.63 0.49 0.299
H 2.5517 -1.7746 -1.8822 -0.82 -0.86 -0.28 0.133
H 1.2899 -3.1130 -1.2054 1.30 1.08 -0.12 0.206
H 2.2235 -0.5483 -0.0209 -0.25 -0.26 0.03 0.121
H -0.5640 -1.8496 0.3645 0.17 0.27 0.11 0.114
H 1.1169 0.3610 1.8033 -0.12 -0.15 -0.09 0.136
```
Positions in Å, forces in eV/Å.


Entry 9:
DFT (wB97M-V/def2-TZVPD) results for C4H5N as an isolated structure.

As for the electronic energy: -209.94384 a.u. Its charge is 0. The value obtained for the HOMO energy is -0.2618 Eh. As for the relative energy (zero: lowest compared OMol25 entry of this formula, charge and spin): 5.984 eV.

Structure (XYZ):
```
10
Properties=species:S:1:pos:R:3:forces:R:3:lowdin_charge:R:1
C -0.3350 -0.8891 -0.1436 1.02 -0.23 1.14 -0.139
C 0.9982 -0.5296 0.0966 -0.90 -0.17 -1.73 -0.095
N 1.0524 0.8548 0.2994 -1.43 0.51 -0.97 0.036
C -0.4443 0.7543 0.4703 -0.42 -1.31 1.49 -0.176
C -1.3346 0.1959 -0.4606 -0.81 1.64 -0.39 -0.142
H -0.8052 -1.8036 0.2141 0.54 -0.33 -0.35 0.115
H 1.8555 -1.1834 0.0040 0.18 0.02 0.94 0.117
H 1.1653 1.4655 -0.5133 0.87 -0.42 -0.03 0.123
H -0.6955 0.6337 1.5265 0.38 0.34 0.07 0.115
H -1.4567 0.5015 -1.4935 0.57 -0.05 -0.17 0.045
```
Positions in Å, forces in eV/Å.


Entry 10:
DFT (wB97M-V/def2-TZVPD) results for C4H5N in the gas phase.

As for the electronic energy: -210.03416 a.u. Its charge is 0. The value obtained for the HOMO energy is -0.3538 Eh. As for the relative energy (zero: lowest compared OMol25 entry of this formula, charge and spin): 3.526 eV.

Structure (XYZ):
```
10
Properties=species:S:1:pos:R:3:forces:R:3:lowdin_charge:R:1
C -2.5171 -0.1255 -0.2111 1.92 0.90 0.05 0.079
C -1.2665 -0.1192 -0.1649 -3.88 -0.16 0.55 -0.093
C 0.1210 -0.1729 0.3362 -1.15 0.77 1.33 -0.381
C 1.2561 0.5868 -0.2323 0.28 0.21 -0.92 -0.146
H -3.6533 0.0915 -0.2338 2.79 -0.72 -0.13 0.063
H 0.1182 -0.1062 1.4757 0.13 -0.74 -1.55 0.159
H 2.0048 1.0280 0.4772 -0.81 -0.48 -0.91 0.120
H 1.0668 1.0454 -1.2115 0.38 0.41 0.73 0.107
H 1.7251 -1.3599 0.1877 1.18 -1.00 1.10 0.064
N 1.1449 -0.8679 -0.4232 -0.84 0.82 -0.25 0.027
```
Positions in Å, forces in eV/Å.